Record 1
{
  "formula": "C6H14NP",
  "method": "ωB97M-V/def2-TZVPD",
  "lumo_ha": 0.036,
  "de_lowest_kj_mol": 199.30,
  "energy_ha": -632.970486,
  "homo_energy_ev": -8.44,
  "homo_lumo_gap_ev": 9.4095,
  "symbols": ["C", "C", "C", "C", "C", "C", "N", "P", "H", "H", "H", "H", "H", "H", "H", "H", "H", "H", "H", "H", "H", "H"],
  "xyz": [[1.032, -0.348, -1.603], [0.951, 0.043, -0.387], [3.292, 0.607, 0.140], [-1.324, -1.426, 0.934], [1.934, 0.241, 0.729], [-1.086, -0.014, 0.555], [-3.718, 0.492, -0.155], [-2.150, 0.459, -0.864], [0.134, -0.565, -2.223], [1.926, -0.182, -2.087], [3.218, 1.484, -0.469], [4.052, 0.784, 0.836], [3.708, -0.142, -0.468], [-1.414, -2.035, 0.009], [-0.486, -1.986, 1.486], [-2.179, -1.699, 1.519], [1.778, -0.606, 1.352], [1.887, 1.166, 1.295], [-0.961, 0.606, 1.427], [-3.972, 1.226, 0.585], [-4.416, 0.494, -0.945], [-1.636, 1.789, -0.838]],
  "lowdin_charge": [-0.02, -0.14, -0.12, -0.24, -0.23, -0.45, -0.30, 0.76, 0.05, 0.03, 0.08, 0.05, 0.05, 0.06, 0.09, 0.05, 0.10, 0.11, 0.06, 0.06, 0.02, -0.08]
}


Record 2
{
  "formula": "C5H11N",
  "method": "ωB97M-V/def2-TZVPD",
  "lumo_ha": 0.038,
  "de_lowest_kj_mol": 224.69,
  "energy_ha": -251.776951,
  "homo_energy_ev": -6.10,
  "homo_lumo_gap_ev": 7.1368,
  "symbols": ["C", "C", "C", "C", "N", "C", "H", "H", "H", "H", "H", "H", "H", "H", "H", "H", "H"],
  "xyz": [[-1.287, 1.822, 0.264], [-0.193, 0.922, -0.220], [0.945, -1.164, -0.247], [2.255, -0.514, -0.483], [-0.141, -0.406, -0.053], [-1.330, -1.129, 0.422], [-1.747, 1.486, 1.201], [-2.096, 1.992, -0.464], [-0.853, 2.805, 0.476], [0.662, 1.361, -0.715], [0.817, -2.235, -0.182], [3.071, -1.228, -0.338], [2.372, -0.076, -1.490], [2.384, 0.324, 0.228], [-2.207, -0.483, 0.402], [-1.150, -1.495, 1.438], [-1.504, -1.981, -0.241]],
  "lowdin_charge": [-0.12, -0.17, -0.21, -0.13, -0.22, -0.02, 0.06, 0.07, 0.07, 0.09, 0.09, 0.07, 0.07, 0.07, 0.08, 0.10, 0.10]
}


- Which formula does entry 2 have?
  C5H11N